{"formula": "C6H14IN2", "method": "ωB97M-V/def2-TZVPD", "total_charge": -1, "homo_lumo_gap_ev": 4.26, "homo_ev": -1.55, "symbols": ["N", "C", "C", "C", "N", "C", "C", "C", "I", "H", "H", "H", "H", "H", "H", "H", "H", "H", "H", "H", "H", "H", "H"], "positions_angstrom": [[-2.631, -1.295, 0.985], [-1.220, -1.289, 1.440], [-0.253, -1.568, 0.327], [1.189, -1.261, 0.827], [1.502, 0.126, 0.990], [1.667, 0.807, -0.267], [0.565, 1.876, -0.549], [-0.127, 1.762, -1.879], [1.127, 2.446, -3.499], [-2.691, -0.752, 0.129], [-3.180, -0.773, 1.662], [-1.068, -2.019, 2.228], [-0.945, -0.315, 1.826], [-0.492, -0.907, -0.500], [-0.361, -2.598, -0.012], [1.913, -1.783, 0.171], [1.233, -1.704, 1.822], [2.623, 1.343, -0.268], [1.696, 0.128, -1.139], [1.022, 2.861, -0.507], [-0.149, 1.838, 0.261], [-0.379, 0.745, -2.134], [-1.042, 2.332, -1.915]]}

***

{"formula": "C41H28N5O2RuS", "method": "ωB97M-V/def2-TZVPD", "multiplicity": 2, "homo_lumo_gap_ev": [5.70, 5.27], "e_above_lowest_kj_mol": 163.5, "homo_ev": [-6.68, -6.65], "symbols": ["Ru", "O", "C", "O", "C", "C", "C", "N", "C", "C", "C", "C", "C", "C", "C", "N", "C", "C", "C", "C", "C", "N", "H", "H", "H", "H", "H", "H", "H", "H", "H", "H", "N", "C", "C", "C", "C", "C", "C", "C", "C", "C", "C", "C", "C", "H", "H", "H", "H", "H", "H", "H", "H", "H", "H", "S", "C", "C", "C", "C", "C", "C", "N", "C", "C", "C", "C", "C", "C", "C", "H", "H", "H", "H", "H", "H", "H", "H"], "positions_angstrom": [[0.179, -0.103, -0.268], [4.706, 0.486, 5.181], [5.070, 0.093, 4.062], [6.144, -0.330, 3.611], [3.926, 0.132, 2.996], [4.140, -0.339, 1.712], [3.098, -0.318, 0.798], [1.880, 0.096, 1.140], [1.669, 0.576, 2.360], [2.678, 0.637, 3.308], [0.288, 1.015, 2.604], [-0.159, 1.392, 3.862], [-1.459, 1.829, 4.026], [-2.289, 1.880, 2.920], [-1.782, 1.470, 1.704], [-0.529, 1.038, 1.537], [3.234, -0.751, -0.604], [4.469, -1.009, -1.181], [4.538, -1.389, -2.508], [3.366, -1.479, -3.237], [2.175, -1.193, -2.598], [2.097, -0.852, -1.311], [5.123, -0.723, 1.473], [2.532, 1.052, 4.296], [0.510, 1.343, 4.708], [-1.814, 2.136, 5.001], [-3.306, 2.236, 2.992], [-2.401, 1.494, 0.825], [5.370, -0.894, -0.597], [5.495, -1.601, -2.967], [3.366, -1.758, -4.281], [1.244, -1.241, -3.132], [0.026, -2.046, 0.826], [-1.039, -2.119, 1.789], [-0.705, -2.463, 3.093], [-1.670, -2.559, 4.077], [-2.996, -2.322, 3.742], [-3.321, -1.965, 2.447], [-2.361, -1.839, 1.435], [-2.763, -1.302, 0.110], [-4.029, -1.366, -0.337], [-4.464, -0.682, -1.555], [-3.733, 0.295, -2.096], [-2.411, 0.655, -1.484], [-1.808, -0.586, -0.798], [0.904, -2.279, 1.276], [-0.117, -2.685, 0.051], [0.337, -2.653, 3.335], [-1.392, -2.818, 5.090], [-3.772, -2.391, 4.493], [-4.353, -1.737, 2.216], [-4.781, -1.927, 0.204], [-5.433, -0.939, -1.967], [-4.088, 0.878, -2.940], [-2.528, 1.528, -0.841], [-1.616, 2.287, -3.667], [-0.619, 3.410, -2.726], [-0.495, 4.772, -2.902], [0.354, 5.491, -2.062], [1.065, 4.831, -1.070], [0.943, 3.459, -0.890], [0.088, 2.728, -1.719], [-0.136, 1.388, -1.653], [-1.258, 0.959, -2.474], [-1.016, -0.432, -3.019], [-0.640, -0.863, -4.271], [-0.502, -2.235, -4.489], [-0.733, -3.140, -3.459], [-1.133, -2.705, -2.199], [-1.265, -1.336, -1.963], [-1.056, 5.273, -3.682], [0.454, 6.562, -2.187], [1.727, 5.398, -0.426], [1.492, 2.931, -0.117], [-0.470, -0.149, -5.068], [-0.214, -2.597, -5.468], [-0.625, -4.201, -3.645], [-1.407, -3.431, -1.439]]}

***

{"formula": "C35H36BrCoN11O2Si", "method": "ωB97M-V/def2-TZVPD", "total_charge": 1, "homo_lumo_gap_ev": [7.27, 7.25], "e_above_lowest_kj_mol": 242.2, "homo_ev": [-10.55, -10.54], "symbols": ["Co", "C", "C", "C", "C", "C", "C", "N", "N", "Si", "C", "C", "C", "H", "H", "H", "H", "H", "H", "H", "H", "H", "H", "H", "H", "H", "H", "H", "N", "C", "N", "C", "N", "N", "C", "N", "C", "C", "C", "C", "C", "N", "H", "H", "H", "H", "H", "H", "H", "H", "C", "C", "N", "C", "C", "C", "C", "C", "C", "C", "C", "N", "C", "N", "H", "H", "H", "H", "H", "H", "H", "H", "H", "Br", "C", "C", "C", "C", "C", "C", "C", "O", "O", "H", "H", "H", "H"], "positions_angstrom": [[-0.077, -0.416, 0.504], [1.988, 0.217, 3.848], [2.598, -0.126, 2.515], [3.964, -0.194, 2.381], [4.513, -0.554, 1.147], [3.705, -0.885, 0.087], [2.323, -0.838, 0.297], [1.802, -0.423, 1.460], [1.322, -1.129, -0.576], [1.409, -2.334, -1.891], [-0.162, -2.425, -2.815], [1.838, -3.960, -1.114], [2.737, -1.928, -3.116], [2.546, 1.016, 4.335], [2.024, -0.657, 4.504], [0.953, 0.519, 3.754], [4.594, 0.030, 3.232], [5.589, -0.571, 1.020], [4.114, -1.144, -0.878], [-1.039, -2.522, -2.178], [-0.119, -3.314, -3.457], [-0.306, -1.559, -3.471], [1.037, -4.314, -0.455], [2.758, -3.879, -0.522], [1.998, -4.728, -1.880], [2.545, -0.992, -3.645], [2.722, -2.737, -3.857], [3.748, -1.886, -2.701], [0.500, 2.838, 1.440], [-0.407, 2.225, 2.209], [-1.043, 2.949, 3.122], [-1.855, 2.265, 3.930], [-2.592, 2.952, 4.802], [-1.984, 0.911, 3.957], [-1.332, 0.309, 3.003], [-0.597, 0.888, 2.049], [-1.308, -1.173, 2.945], [-1.923, -1.963, 3.890], [-1.846, -3.342, 3.749], [-1.173, -3.874, 2.664], [-0.579, -3.014, 1.758], [-0.631, -1.694, 1.912], [0.614, 3.832, 1.536], [0.967, 2.344, 0.700], [-2.485, 3.949, 4.862], [-3.155, 2.458, 5.472], [-2.453, -1.490, 4.704], [-2.316, -3.991, 4.475], [-1.108, -4.942, 2.507], [-0.053, -3.379, 0.886], [-1.950, 2.679, -1.604], [-1.444, 1.887, -0.604], [-0.395, 1.069, -0.808], [0.185, 1.054, -2.008], [-0.206, 1.890, -3.044], [-1.324, 2.678, -2.843], [0.512, 1.930, -4.336], [1.817, 1.948, -4.579], [2.970, 1.997, -3.653], [4.247, 1.868, -4.177], [5.305, 1.850, -3.290], [5.135, 1.985, -1.973], [3.874, 2.163, -1.578], [2.782, 2.171, -2.340], [-2.821, 3.292, -1.410], [-1.906, 1.873, 0.369], [0.996, 0.363, -2.136], [-1.694, 3.309, -3.645], [-0.136, 1.994, -5.206], [2.105, 1.971, -5.626], [4.408, 1.765, -5.244], [6.324, 1.715, -3.639], [3.722, 2.310, -0.513], [-7.812, 1.675, 1.134], [-6.278, 0.721, 0.587], [-5.069, 0.966, 1.217], [-3.947, 0.259, 0.804], [-4.023, -0.684, -0.212], [-5.250, -0.920, -0.821], [-6.381, -0.216, -0.430], [-2.824, -1.474, -0.668], [-2.976, -2.433, -1.394], [-1.666, -1.056, -0.213], [-5.008, 1.696, 2.015], [-2.997, 0.434, 1.284], [-5.303, -1.663, -1.606], [-7.335, -0.393, -0.908]]}